The following is a quantum chemistry calculation of a cluster of 2 separate species, C4H12 in total, from the OMol25 dataset.

```
! wB97M-V def2-TZVPD RIJCOSX def2/J DEFGRID3
* xyz 0 1
C 1.5508 -1.6797 0.2806
C 0.7701 -1.2935 -0.9889
H 1.6896 -2.7359 0.4155
H 2.5812 -1.2652 0.2323
H 1.0207 -1.2793 1.1234
H 1.1401 -0.8052 -1.8736
H -0.2094 -0.9859 -0.6742
H 0.7038 -2.2328 -1.5808
C -1.1982 1.5724 1.1002
C -1.1189 1.4862 -0.3825
H -1.8675 2.1559 1.7473
H -1.3237 0.5419 1.4993
H -0.1403 1.6293 1.4797
H -0.6032 0.5520 -0.6654
H -0.6314 2.3468 -0.8777
H -2.0950 1.4061 -0.8795
*
```

Output
**Lowest unoccupied orbital energy**: 1.14 eV
**SMILES**: CC.CC


The following is a quantum chemistry calculation of a cluster of 2 separate species, C4H12 in total, from the OMol25 dataset.

```
! wB97M-V def2-TZVPD RIJCOSX def2/J DEFGRID3
* xyz 0 1
C -0.5885 1.0300 -1.4015
C 0.5181 0.6377 -2.3940
H -1.0052 1.9994 -1.7082
H -1.4657 0.3996 -1.2333
H -0.1451 1.0758 -0.4485
H 0.9613 -0.4107 -2.2503
H 1.3501 1.3330 -2.1744
H 0.3603 0.7477 -3.4349
C -0.5325 -1.3177 1.5593
C 0.5145 -0.4034 2.2315
H -1.3091 -0.8523 1.0497
H -0.0081 -2.0141 0.8724
H -1.0330 -1.9863 2.2614
H 1.0805 0.1527 1.3683
H 0.0487 0.3775 2.7771
H 1.2536 -0.7688 2.9255
*
```

Output
**Lowest unoccupied orbital energy**: 1.14 eV
**SMILES**: CC.CC


The following is a quantum chemistry calculation of a cluster of 2 separate species, C4H12 in total, from the OMol25 dataset.

```
! wB97M-V def2-TZVPD RIJCOSX def2/J DEFGRID3
* xyz 0 1
C 0.2867 -0.9073 1.5543
C 1.2255 -0.0466 2.3717
H 0.2354 -0.4868 0.5567
H 0.6436 -1.8960 1.2458
H -0.7073 -1.0615 1.9456
H 2.1393 0.2512 1.8528
H 1.6911 -0.6352 3.1405
H 0.7268 0.7960 2.8382
C -0.1230 0.4042 -2.3073
C -1.4594 0.5813 -1.5580
H -0.0047 1.0633 -3.1663
H 0.7001 0.6636 -1.6467
H -0.0378 -0.5683 -2.7916
H -2.0386 -0.3258 -1.5760
H -1.1781 0.7901 -0.5287
H -2.0996 1.3779 -1.9310
*
```

Output
**Lowest unoccupied orbital energy**: 1.15 eV
**SMILES**: CC.CC


| no. | highest occupied orbital energy (eV) | Kohn-Sham gap (eV) |
| --- | --- | --- |
| 1 | -11.1 | 12.218 |
| 2 | -11.6 | 12.704 |
| 3 | -11.4 | 12.520 |